# C2H8NO

A 2-piece molecular cluster, C2H8NO overall at a distorted geometry (ωB97M-V/def2-TZVPD, the OMol25 dataset).

Results
<S²> = 0.75
HOMO level (spin up / spin down) = -21.6191 / -21.6171 eV
net charge = +2
spin multiplicity = 2
relative energy (zero: lowest compared OMol25 entry of this formula, charge and spin) = 250.8 kJ/mol
largest force on an atom = 3.2 eV/Å
LUMO energy (spin up / spin down) = -9.501 / -16.923 eV

Last columns: bonded neighbours and bond lengths (Å).
Geometry (Å):
1 O -0.339 1.645 1.834  H2 1.012, H3 1.013
2 H 0.032 1.234 2.681  O1 1.012
3 H -0.381 2.646 1.981  O1 1.013
4 H 0.171 -0.188 -2.472  C5 1.103
5 C 0.512 0.211 -1.501  H4 1.103, C6 1.479, H8 1.093, H9 1.093
6 C -0.227 -0.469 -0.415  C5 1.479, N7 1.291, H10 1.065
7 N -0.009 -1.739 -0.337  C6 1.291, H11 1.019, H12 1.021
8 H 0.365 1.294 -1.464  C5 1.093
9 H 1.573 -0.042 -1.435  C5 1.093
10 H -0.844 -0.080 0.362  C6 1.065
11 H 0.732 -2.269 -0.795  N7 1.019
12 H -0.490 -2.355 0.318  N7 1.021